A 3-piece molecular cluster, C31H66N5O10P2S overall, computed with ωB97M-V/def2-TZVPD.

Geometry as XYZ:
```
115
C31H66N5O10P2S (ωB97M-V/def2-TZVPD)
C 0.73 1.38 -6.72
C -0.39 2.41 -6.59
C 0.15 3.81 -6.92
C -0.73 5.03 -6.56
C -2.20 4.77 -6.25
C -2.61 4.72 -4.75
C -1.51 4.50 -3.73
C -2.08 4.36 -2.31
C -3.14 3.24 -2.15
C -2.84 2.29 -1.00
C -3.09 2.92 0.39
C -1.83 3.02 1.23
C -1.41 1.65 1.82
C -1.28 1.68 3.35
C -0.22 0.70 3.89
N 0.72 1.33 4.87
C 1.99 1.46 4.46
N 2.45 1.04 3.27
C 3.76 1.29 3.23
P 4.89 0.94 1.85
C 4.88 -0.90 1.89
O 6.32 1.37 2.53
N 4.15 1.89 4.37
N 3.03 2.02 5.15
N 3.16 2.63 6.40
C 3.45 3.85 6.39
O 3.92 4.87 6.52
P 0.09 1.78 6.42
O 0.18 3.36 6.46
O -1.47 1.52 6.37
S 0.95 0.84 7.84
H 1.33 1.26 -5.82
H 0.29 0.41 -6.95
H 1.37 1.63 -7.56
H -0.90 2.36 -5.63
H -1.12 2.16 -7.35
H 0.38 3.84 -7.98
H 1.10 3.92 -6.39
H -0.25 5.61 -5.78
H -0.71 5.69 -7.43
H -2.58 3.88 -6.75
H -2.77 5.59 -6.68
H -3.06 5.69 -4.51
H -3.42 4.01 -4.64
H -0.91 3.61 -3.91
H -0.85 5.36 -3.70
H -1.26 4.12 -1.62
H -2.50 5.31 -1.97
H -3.15 2.66 -3.07
H -4.12 3.70 -2.03
H -1.80 1.96 -1.05
H -3.50 1.42 -1.09
H -3.44 3.94 0.21
H -3.91 2.43 0.91
H -1.98 3.75 2.03
H -1.02 3.39 0.61
H -0.50 1.27 1.35
H -2.20 0.95 1.56
H -1.04 2.68 3.70
H -2.24 1.42 3.78
H 0.35 0.23 3.10
H -0.71 -0.11 4.44
H 4.63 -1.25 2.89
H 4.06 -1.20 1.24
H 5.83 -1.30 1.54
H 7.02 0.76 2.28
H 5.09 2.18 4.61
H 0.40 3.75 5.61
H -1.67 0.58 6.29
C -0.30 -2.42 -0.79
O -1.20 -2.74 -1.83
C -1.85 -1.59 -2.36
C -2.01 -1.65 -3.86
O -0.80 -1.48 -4.59
C 0.17 -2.51 -4.55
C -0.21 -3.79 -5.27
O -1.22 -4.50 -4.58
C -2.18 -5.10 -5.43
H -0.84 -2.23 0.15
H 0.37 -3.26 -0.65
H 0.31 -1.54 -1.05
H -1.30 -0.68 -2.09
H -2.85 -1.53 -1.90
H -2.63 -0.80 -4.15
H -2.55 -2.55 -4.17
H 0.49 -2.73 -3.53
H 1.04 -2.10 -5.07
H 0.68 -4.43 -5.33
H -0.53 -3.54 -6.29
H -2.51 -4.41 -6.21
H -3.04 -5.36 -4.81
H -1.78 -6.01 -5.89
C -0.62 -5.23 1.79
O 0.02 -4.40 2.73
C -0.82 -4.00 3.81
C -0.07 -3.97 5.12
O 0.28 -5.24 5.65
C 1.29 -5.99 5.02
C 2.69 -5.46 5.18
O 2.90 -4.26 4.45
C 3.68 -3.30 5.12
H -1.26 -4.64 1.12
H 0.15 -5.73 1.20
H -1.23 -6.00 2.27
H -1.68 -4.67 3.90
H -1.19 -2.99 3.60
H -0.75 -3.54 5.86
H 0.80 -3.31 5.07
H 1.06 -6.17 3.96
H 1.26 -6.97 5.51
H 3.40 -6.21 4.81
H 2.89 -5.29 6.25
H 3.37 -3.19 6.16
H 3.53 -2.34 4.61
H 4.75 -3.56 5.08
```

The value obtained for the total energy is -3327.50810 Eh. Its charge is +1. As for the largest force on an atom: 2.35 eV Å⁻¹. The HOMO energy comes out at -10.60 eV.

***

C41H49N3O3Re as an isolated structure, computed with ωB97M-V/def2-TZVPD.

Geometry as XYZ:
```
97
C41H49N3O3Re (ωB97M-V/def2-TZVPD)
Re 0.23 0.38 0.17
C 4.02 -3.36 0.32
C 3.53 -2.25 1.27
C 2.09 -2.52 1.72
C 3.86 -0.89 0.66
C 5.13 -0.40 0.96
C 5.62 0.75 0.39
C 4.85 1.47 -0.51
C 3.56 1.06 -0.82
C 2.74 1.87 -1.81
C 3.15 1.51 -3.24
C 2.84 3.38 -1.57
C 3.08 -0.15 -0.25
N 1.76 -0.56 -0.65
C 1.59 -1.40 -1.75
O 2.45 -2.04 -2.29
C 0.16 -1.38 -2.18
C -0.38 -2.04 -3.26
C -1.72 -1.82 -3.57
C -2.47 -0.93 -2.81
C -1.85 -0.29 -1.76
N -0.57 -0.52 -1.45
C -2.40 0.85 -0.96
O -3.55 1.17 -0.93
N -1.37 1.52 -0.24
C -1.53 2.94 -0.13
C -1.64 3.74 -1.31
C -1.96 5.08 -1.16
C -2.15 5.64 0.09
C -2.00 4.86 1.23
C -1.66 3.52 1.15
C -1.61 2.70 2.41
C -0.98 3.44 3.59
C -3.03 2.21 2.75
C -1.41 3.22 -2.72
C -0.34 4.05 -3.44
C -2.71 3.25 -3.54
H 3.92 -4.33 0.79
H 3.44 -3.36 -0.61
H 5.06 -3.20 0.06
H 4.15 -2.32 2.17
H 1.39 -2.51 0.89
H 2.04 -3.51 2.17
H 1.79 -1.80 2.48
H 5.75 -0.95 1.65
H 6.62 1.10 0.63
H 5.25 2.35 -0.98
H 1.68 1.62 -1.69
H 4.17 1.84 -3.43
H 3.10 0.44 -3.42
H 2.50 2.02 -3.96
H 3.86 3.74 -1.66
H 2.25 3.90 -2.32
H 2.46 3.65 -0.58
H 0.25 -2.69 -3.85
H -2.17 -2.32 -4.42
H -3.50 -0.70 -3.03
H -2.06 5.69 -2.04
H -2.41 6.69 0.18
H -2.18 5.31 2.20
H -0.99 1.83 2.22
H -1.64 4.21 3.98
H -0.78 2.74 4.41
H -0.03 3.90 3.31
H -3.70 3.06 2.85
H -3.42 1.57 1.97
H -3.03 1.66 3.69
H -1.03 2.19 -2.67
H -0.70 5.06 -3.64
H 0.57 4.12 -2.84
H -0.09 3.59 -4.40
H -3.08 4.27 -3.63
H -2.52 2.87 -4.55
H -3.50 2.66 -3.08
C -0.75 -0.68 8.09
C -0.18 -0.28 6.77
C -0.83 -0.63 5.58
C -0.34 -0.26 4.35
C -1.11 -0.67 3.13
C 0.89 0.47 4.29
C 1.49 0.89 3.09
O 1.00 0.82 1.93
C 1.57 0.82 5.51
C 2.86 1.60 5.52
C 1.01 0.45 6.71
H -1.72 -1.15 7.99
H -0.83 0.19 8.75
H -0.07 -1.38 8.59
H -1.75 -1.20 5.63
H -2.00 -1.22 3.42
H -0.51 -1.32 2.48
H -1.44 0.20 2.56
H 2.47 1.36 3.17
H 3.66 1.06 5.00
H 3.19 1.77 6.54
H 2.74 2.57 5.04
H 1.51 0.72 7.63
```

The value obtained for the total energy is -2059.48636 Eh. The multiplicity is 4. Its charge is +2. As for the largest force on an atom: 1.40 eV Å⁻¹. The HOMO energy (spin up / spin down) comes out at -13.85 / -13.90 eV.

***

A 2-piece molecular cluster, C21H25N2 overall, computed with ωB97M-V/def2-TZVPD.

Geometry as XYZ:
```
48
C21H25N2 (ωB97M-V/def2-TZVPD)
C -0.72 -1.67 -4.14
N 0.06 -1.61 -2.89
C 1.50 -1.64 -2.97
C 2.18 -2.86 -3.01
C 3.58 -2.88 -3.06
C 4.30 -1.68 -3.08
C 3.62 -0.46 -3.07
C 2.22 -0.43 -3.03
C -0.62 -1.47 -1.77
H -0.04 -1.69 -4.99
H -1.36 -2.57 -4.15
H -1.38 -0.79 -4.20
H 1.61 -3.79 -2.99
H 4.10 -3.83 -3.09
H 5.39 -1.69 -3.13
H 4.16 0.48 -3.11
H 1.67 0.51 -3.03
H -0.12 -1.52 -0.81
H -1.71 -1.44 -1.85
C -0.70 -1.10 4.59
C 0.69 -1.44 4.04
C 0.85 -0.69 2.71
N -0.30 0.19 2.62
C -0.50 0.97 1.53
C 0.12 0.85 0.30
C -0.39 1.83 -0.70
C -1.46 2.57 0.12
C -1.47 2.09 1.44
C -2.31 2.69 2.39
C -3.22 3.66 1.98
C -3.25 4.09 0.65
C -2.35 3.55 -0.29
C -1.33 -0.09 3.62
H -1.33 -1.98 4.67
H -0.62 -0.64 5.58
H 1.47 -1.10 4.74
H 0.81 -2.51 3.89
H 1.78 -0.11 2.68
H 0.88 -1.39 1.86
H 0.91 0.12 0.09
H 0.39 2.52 -1.05
H -0.81 1.35 -1.59
H -2.23 2.41 3.44
H -3.90 4.10 2.72
H -3.97 4.85 0.33
H -2.35 3.89 -1.33
H -2.24 -0.49 3.16
H -1.61 0.82 4.17
```

Its energy above the lowest of the compared OMol25 structures with the same formula, charge and spin is 62.1 kcal per mole. The value obtained for the total energy is -924.43838 Eh. Its charge is +1. As for the largest force on an atom: 2.65 eV Å⁻¹. The HOMO energy comes out at -9.94 eV.

***

> Look up the charge of the third one.

+1